Below is a 5-piece molecular cluster, C37H66F6N2O21P4 overall at a distorted geometry, with properties calculated with ωB97M-V/def2-TZVPD.

Cartesian coordinates (Å):
C 9.21 -0.34 -0.92
C 8.27 0.89 -1.03
O 7.49 0.77 -2.21
C 8.13 1.42 -3.32
C 7.62 0.70 -4.58
O 7.64 1.49 -5.76
C 6.68 2.52 -5.75
C 5.48 2.22 -6.66
O 4.52 1.34 -6.08
C 3.37 1.97 -5.60
C 3.49 2.17 -4.04
F 4.59 1.52 -3.52
C 3.81 3.63 -3.83
N 3.80 4.76 -3.64
C 2.26 1.70 -3.23
C 2.72 1.55 -1.80
N 3.06 1.50 -0.71
C 1.66 0.34 -3.66
C 2.66 -0.76 -4.09
C 2.90 -1.80 -2.94
C 2.34 -3.19 -3.30
O 0.98 -3.31 -2.86
C 0.70 -4.48 -2.23
C 1.44 -4.84 -0.93
O -0.16 -5.22 -2.63
C 1.13 2.79 -3.16
F 0.99 3.39 -4.38
F 1.40 3.71 -2.20
C -0.24 2.21 -2.80
C -1.21 1.92 -3.76
C -2.40 1.35 -3.33
C -2.63 1.05 -2.00
C -1.66 1.35 -1.04
C -1.85 1.04 0.44
F -0.71 1.18 1.14
F -2.19 -0.26 0.55
F -2.76 1.86 0.97
C -0.47 1.93 -1.45
H 8.71 -1.17 -1.42
H 10.18 -0.13 -1.38
H 9.40 -0.61 0.13
H 8.83 1.83 -1.04
H 7.61 0.87 -0.15
H 7.86 2.48 -3.27
H 9.21 1.27 -3.18
H 8.29 -0.14 -4.76
H 6.62 0.27 -4.44
H 7.16 3.41 -6.19
H 6.37 2.84 -4.75
H 5.90 1.68 -7.53
H 5.06 3.15 -7.06
H 2.51 1.35 -5.88
H 3.20 2.96 -6.05
H 0.95 0.51 -4.47
H 1.07 -0.07 -2.83
H 2.16 -1.32 -4.88
H 3.60 -0.41 -4.52
H 3.96 -1.89 -2.69
H 2.37 -1.51 -2.03
H 3.01 -3.94 -2.88
H 2.35 -3.37 -4.39
H 1.13 -5.82 -0.58
H 1.25 -4.03 -0.22
H 2.52 -4.88 -1.12
H -1.01 2.13 -4.81
H -3.16 1.09 -4.06
H -3.55 0.57 -1.69
H 0.29 2.16 -0.71
C -2.37 -0.06 3.48
O -3.38 0.69 4.14
P -3.03 1.26 5.66
O -1.58 0.99 5.80
O -3.95 0.12 6.40
C -5.09 -0.47 5.76
O -3.23 2.31 6.93
C -4.49 2.99 7.05
H -2.77 -0.38 2.52
H -1.49 0.55 3.29
H -2.12 -0.95 4.06
H -4.80 -1.40 5.27
H -5.56 0.19 5.04
H -5.82 -0.71 6.54
H -5.28 2.29 7.34
H -4.77 3.49 6.12
H -4.39 3.75 7.83
C -6.00 1.37 12.55
O -6.03 0.07 11.96
P -6.68 -0.08 10.45
O -6.85 1.32 10.00
O -8.08 -0.74 11.01
C -8.13 -1.49 12.23
O -6.86 -0.84 8.98
C -6.58 -2.25 8.89
H -5.56 1.25 13.54
H -5.37 2.05 11.97
H -7.01 1.77 12.64
H -8.39 -0.83 13.06
H -7.18 -1.98 12.45
H -8.90 -2.24 12.13
H -7.33 -2.84 9.42
H -5.59 -2.46 9.30
H -6.59 -2.53 7.84
C 1.27 -5.04 4.04
O 1.35 -3.72 4.57
P 2.00 -2.53 3.62
O 2.11 -3.18 2.29
O 3.41 -2.56 4.46
C 3.47 -2.92 5.85
O 2.30 -0.97 3.14
C 2.11 0.12 4.08
H 0.84 -5.67 4.82
H 0.61 -5.07 3.17
H 2.26 -5.40 3.79
H 3.68 -3.98 5.95
H 2.55 -2.68 6.38
H 4.28 -2.36 6.31
H 2.87 0.08 4.86
H 1.12 0.07 4.52
H 2.20 1.05 3.53
C -4.69 3.19 -9.69
O -5.13 1.88 -9.38
P -4.27 0.99 -8.24
O -3.37 2.11 -7.81
O -3.59 0.11 -9.46
C -4.33 -0.27 -10.62
O -3.51 -0.03 -7.11
C -4.11 -1.32 -6.89
H -5.36 3.57 -10.46
H -4.74 3.85 -8.83
H -3.67 3.16 -10.09
H -4.19 0.46 -11.41
H -5.39 -0.39 -10.42
H -3.94 -1.23 -10.97
H -3.98 -1.96 -7.76
H -5.18 -1.22 -6.66
H -3.62 -1.78 -6.04

The value obtained for the total energy is -5103.43484 a.u. The gap between HOMO and LUMO is 6.898 eV. For the LUMO energy, the calculation gives -2.528 eV. The spin multiplicity is 1. Its HOMO energy is -9.426 eV.